{"formula": "C39H36FIrN6O5S", "method": "the ωB97M-V functional and the def2-TZVPD basis", "symbols": ["Ir", "C", "O", "C", "N", "C", "C", "C", "C", "C", "C", "C", "C", "C", "C", "C", "C", "N", "C", "N", "C", "C", "O", "C", "C", "C", "C", "C", "C", "H", "H", "H", "H", "H", "H", "H", "H", "H", "H", "H", "H", "H", "H", "H", "H", "H", "H", "H", "C", "C", "C", "C", "C", "C", "C", "F", "C", "C", "C", "O", "C", "C", "N", "C", "C", "O", "O", "H", "H", "H", "H", "H", "H", "H", "H", "H", "H", "H", "C", "N", "C", "N", "S", "H", "H", "H", "H", "H", "H"], "coordinates": [[-1.84151, 0.50288, 0.08305], [-1.48602, 3.48233, -3.23148], [-2.36008, 3.94078, -2.14397], [-2.28202, 3.01215, -1.21899], [-1.46320, 2.03517, -1.38277], [-0.64737, 2.36949, -2.57952], [-0.26923, 1.24664, -3.50448], [-0.92278, 0.02703, -3.50233], [-0.52865, -0.97991, -4.37437], [0.50545, -0.76153, -5.27103], [1.15724, 0.46512, -5.28342], [0.77987, 1.45991, -4.39558], [-3.04258, 3.13597, 0.03411], [-3.84033, 4.18170, 0.46209], [-4.44106, 4.07428, 1.71096], [-4.26263, 2.93175, 2.48406], [-3.44824, 1.93224, 1.98695], [-2.83497, 2.07256, 0.80745], [-3.15747, 0.61197, 2.56733], [-2.42883, -0.21450, 1.90767], [-2.21857, -1.42807, 2.71910], [-3.05945, -1.10156, 3.98364], [-3.62828, 0.23362, 3.72882], [-0.76951, -1.67007, 3.05583], [0.05561, -0.60641, 3.40809], [1.34543, -0.84429, 3.85673], [1.81447, -2.14748, 3.95175], [0.99914, -3.20973, 3.58581], [-0.29330, -2.97165, 3.14077], [-0.90145, 4.33792, -3.55137], [-2.11685, 3.12602, -4.04421], [0.27965, 2.80411, -2.19302], [-1.71335, -0.15175, -2.79353], [-1.01809, -1.94596, -4.34415], [0.81022, -1.54450, -5.95257], [1.96799, 0.64233, -5.97731], [1.30967, 2.40677, -4.39455], [-3.99454, 5.04402, -0.17139], [-5.06923, 4.87566, 2.07500], [-4.74250, 2.81302, 3.44563], [-2.63124, -2.26539, 2.15469], [-2.43827, -1.00451, 4.86924], [-3.88270, -1.78415, 4.16695], [-0.30772, 0.41347, 3.34876], [1.97709, -0.01326, 4.14662], [2.81017, -2.33656, 4.32785], [1.36178, -4.22707, 3.66064], [-0.92867, -3.80184, 2.85500], [4.84858, -2.83540, 1.88203], [4.71273, -2.14793, 0.53261], [5.92481, -1.31323, 0.15382], [6.09396, -0.14387, 1.11369], [4.81391, 0.64360, 1.22404], [4.82913, 1.96216, 1.61203], [3.64494, 2.69505, 1.67521], [3.71301, 3.97459, 2.05534], [2.43692, 2.15469, 1.34592], [2.39024, 0.81118, 0.94462], [1.11620, 0.22254, 0.56768], [0.09539, 0.99838, 0.61224], [1.13261, -1.12479, 0.17431], [2.33172, -1.81176, 0.19396], [3.49916, -1.27995, 0.51738], [3.57087, 0.05546, 0.90152], [-0.04282, -1.92010, -0.28897], [0.04809, -3.12105, -0.44096], [-1.14000, -1.27466, -0.59842], [5.75773, -3.43670, 1.89930], [3.99945, -3.49346, 2.06590], [4.90011, -2.10953, 2.69417], [4.53838, -2.89725, -0.23903], [5.80685, -0.94420, -0.86764], [6.80507, -1.95508, 0.16779], [6.88999, 0.51655, 0.77117], [6.39485, -0.50090, 2.10197], [5.76236, 2.45169, 1.86303], [1.53166, 2.74140, 1.39045], [2.32840, -2.85754, -0.08794], [-4.91047, -1.15180, -4.37950], [-4.75100, -0.49741, -3.08563], [-3.97905, -0.95375, -2.11482], [-3.25137, -2.03718, -2.28533], [-4.04778, -0.15367, -0.55319], [-5.44678, -0.48067, -5.04263], [-5.47178, -2.08270, -4.28721], [-3.93251, -1.34780, -4.82134], [-5.36675, 0.26039, -2.83709], [-3.23732, -2.53427, -3.16208], [-2.54254, -2.24968, -1.58289]], "atomic_forces_ev_per_a": [[0.212, -0.031, -0.063], [-0.005, 0.032, 0.067], [0.156, 0.131, 0.012], [0.078, 0.172, 0.094], [-0.575, -0.718, -0.589], [0.168, 0.066, 0.092], [0.025, 0.026, 0.006], [-0.012, -0.040, -0.034], [-0.006, 0.030, 0.015], [-0.003, -0.003, -0.005], [-0.002, 0.010, 0.006], [0.016, 0.004, -0.018], [-0.009, 0.046, 0.021], [-0.074, -0.024, -0.069], [-0.037, 0.021, 0.015], [-0.008, 0.013, 0.051], [-0.075, 0.075, 0.033], [0.223, -0.037, 0.091], [-0.049, -0.031, 0.087], [0.401, -0.062, 0.033], [-0.213, 0.006, -0.097], [0.007, 0.108, -0.040], [0.048, -0.003, 0.094], [-0.006, 0.040, 0.006], [-0.014, -0.018, 0.123], [-0.004, 0.045, -0.020], [-0.002, -0.048, -0.034], [0.039, -0.003, -0.009], [0.021, 0.007, -0.127], [0.003, -0.010, -0.057], [-0.052, -0.035, 0.039], [0.002, -0.013, 0.066], [-0.017, 0.018, 0.031], [0.009, 0.005, -0.007], [-0.003, 0.007, 0.006], [-0.005, -0.002, 0.005], [-0.002, -0.015, 0.003], [0.012, 0.003, 0.010], [0.009, -0.005, 0.002], [-0.013, 0.002, -0.013], [0.042, -0.086, 0.089], [-0.012, -0.050, 0.031], [-0.052, 0.025, -0.047], [-0.002, 0.009, -0.013], [-0.005, -0.016, -0.008], [0.040, -0.008, 0.007], [-0.007, 0.021, 0.002], [0.005, 0.011, 0.003], [-0.053, 0.008, 0.032], [-0.017, 0.020, -0.028], [-0.001, 0.033, -0.001], [-0.023, 0.007, -0.006], [0.026, -0.036, 0.007], [0.024, 0.023, 0.009], [0.017, 0.010, 0.005], [0.000, -0.008, 0.010], [-0.023, -0.013, 0.019], [-0.050, 0.030, 0.006], [0.002, 0.116, -0.150], [-0.158, 0.075, 0.367], [-0.076, 0.031, 0.094], [0.117, -0.024, 0.032], [-0.013, -0.015, 0.040], [0.025, -0.037, -0.030], [-0.142, 0.076, -0.178], [0.001, 0.004, -0.029], [0.022, -0.171, -0.004], [-0.017, 0.002, -0.009], [-0.012, -0.002, 0.021], [0.005, -0.006, 0.011], [-0.003, 0.003, -0.017], [-0.006, 0.004, 0.006], [0.001, 0.010, -0.010], [0.007, -0.003, 0.006], [-0.012, 0.003, -0.004], [-0.014, -0.003, -0.014], [0.014, 0.002, -0.008], [-0.014, -0.001, 0.005], [0.003, 0.018, 0.030], [-0.122, -0.073, 0.044], [-0.068, -0.049, 0.181], [0.176, -0.045, 0.121], [0.047, 0.251, -0.370], [-0.022, -0.003, 0.007], [0.018, -0.013, 0.004], [-0.007, 0.026, -0.015], [0.045, 0.061, -0.045], [0.018, 0.011, -0.001], [0.033, 0.003, -0.024]], "molar_mass_g_mol": 912.0, "e_tot_ev": -76589.229, "lumo_ev": -5.96, "gap_ev": 7.23, "charge": 2}

{"formula": "C39H36IrNO8P2STe", "method": "the ωB97M-V functional and the def2-TZVPD basis", "symbols": ["Ir", "C", "C", "O", "P", "O", "Te", "O", "C", "C", "H", "H", "H", "H", "H", "H", "H", "H", "H", "H", "C", "C", "C", "C", "C", "C", "P", "C", "C", "C", "C", "C", "C", "C", "C", "C", "C", "C", "C", "H", "H", "H", "H", "H", "H", "H", "H", "H", "H", "H", "H", "H", "H", "H", "O", "C", "O", "C", "C", "C", "C", "C", "C", "N", "O", "O", "H", "H", "H", "H", "C", "C", "O", "S", "C", "C", "C", "C", "C", "C", "C", "C", "H", "H", "H", "H", "H", "H", "H"], "coordinates": [[0.21124, -0.91665, -0.42932], [0.38771, 0.45406, 5.57819], [-1.01112, 0.10814, 5.14291], [-0.97188, -0.70018, 3.94005], [-1.51776, -0.34190, 2.50740], [-0.84288, -1.21461, 1.51477], [-1.33934, 2.02501, 2.04896], [-3.07256, -0.63949, 2.51406], [-3.94470, -0.14014, 3.54904], [-5.31459, -0.73441, 3.34798], [0.33752, 1.07779, 6.47301], [0.91327, 0.99484, 4.79287], [0.95364, -0.44756, 5.81495], [-1.60639, 1.00578, 4.97298], [-1.52260, -0.50453, 5.88443], [-3.97812, 0.95089, 3.49099], [-3.54026, -0.42155, 4.52256], [-5.76660, -0.36925, 2.42782], [-5.95726, -0.46892, 4.18816], [-5.24621, -1.82106, 3.29029], [-1.05003, -1.56983, -6.13124], [0.08352, -1.27168, -5.38769], [-0.04477, -0.80700, -4.08779], [-1.30681, -0.62485, -3.52567], [-2.43989, -0.94095, -4.27090], [-2.30913, -1.41190, -5.57038], [-1.39008, 0.10601, -1.85958], [-3.06568, -0.33395, -1.28440], [-3.34666, -1.69523, -1.15063], [-4.59134, -2.11707, -0.71689], [-5.56775, -1.18032, -0.39836], [-5.28389, 0.17272, -0.48968], [-4.03334, 0.59711, -0.92623], [-1.44287, 1.89041, -2.20404], [-0.47123, 2.72887, -1.67058], [-0.48907, 4.08859, -1.96786], [-1.47320, 4.61030, -2.79142], [-2.44194, 3.77190, -3.33501], [-2.42287, 2.41862, -3.04797], [-0.95163, -1.93326, -7.14610], [1.06728, -1.41199, -5.81607], [0.84183, -0.59854, -3.49916], [-3.42561, -0.83433, -3.83479], [-3.19341, -1.66000, -6.14329], [-2.58589, -2.42968, -1.39411], [-4.79867, -3.17507, -0.62257], [-6.54657, -1.50947, -0.07214], [-6.03683, 0.90610, -0.22816], [-3.81791, 1.65532, -0.98747], [0.28732, 2.32139, -1.01193], [0.26974, 4.73678, -1.54868], [-1.48744, 5.66884, -3.01798], [-3.20644, 4.17335, -3.98754], [-3.16929, 1.76952, -3.49092], [1.52181, 1.23554, 2.64174], [1.70341, 0.71693, 1.55055], [0.95612, 0.95378, 0.51250], [2.79179, -0.31684, 1.40962], [3.09810, -1.08158, 2.52784], [4.01811, -2.11149, 2.43836], [4.63869, -2.32232, 1.22370], [4.39354, -1.54949, 0.10611], [3.44813, -0.54161, 0.20650], [5.60671, -3.44173, 1.11313], [5.73110, -4.17560, 2.07236], [6.21063, -3.56462, 0.06778], [2.58295, -0.87696, 3.45654], [4.25072, -2.74594, 3.28077], [4.91622, -1.75391, -0.81628], [3.21843, 0.07731, -0.65079], [5.81733, -6.50650, 3.13545], [5.73795, -7.97210, 2.79394], [6.41451, -8.80121, 3.33959], [4.59380, -8.57998, 1.54889], [3.73876, -7.13947, 0.97477], [4.25993, -6.37952, -0.06769], [3.58907, -5.25245, -0.50961], [2.37984, -4.87078, 0.07526], [1.84589, -5.65393, 1.10023], [2.52036, -6.77845, 1.54524], [1.72811, -3.65770, -0.33153], [1.17191, -2.63647, -0.69399], [6.87066, -6.24625, 3.22191], [5.35417, -6.37187, 4.11477], [5.32624, -5.85589, 2.41627], [5.20246, -6.66222, -0.51822], [3.99951, -4.65689, -1.31538], [0.90679, -5.36023, 1.55034], [2.11134, -7.37829, 2.34804]], "atomic_forces_ev_per_a": [[-0.138, 0.497, 0.011], [0.091, 0.026, 0.003], [-0.046, -0.100, -0.026], [0.084, -0.038, 0.157], [0.014, 0.411, 0.106], [-0.042, -0.228, -0.127], [-0.153, 0.109, 0.050], [-0.180, -0.127, -0.019], [0.040, 0.000, 0.034], [-0.022, -0.091, -0.050], [0.026, -0.025, -0.005], [-0.045, 0.032, 0.024], [-0.033, -0.017, 0.016], [0.037, 0.050, -0.110], [-0.023, -0.018, 0.033], [0.033, 0.033, -0.012], [0.006, -0.041, -0.021], [0.010, 0.004, -0.019], [0.000, 0.018, -0.015], [-0.013, 0.014, 0.028], [0.002, 0.003, -0.004], [-0.022, 0.003, 0.032], [0.000, -0.029, -0.020], [0.020, 0.028, -0.044], [0.019, 0.003, -0.033], [-0.002, -0.004, 0.038], [-0.211, -0.271, 0.107], [0.060, -0.001, 0.020], [0.006, -0.024, -0.004], [0.005, 0.041, 0.008], [-0.002, -0.024, 0.012], [0.047, 0.007, -0.019], [-0.026, 0.018, 0.022], [0.012, 0.002, -0.067], [0.030, 0.032, 0.062], [-0.004, -0.046, 0.019], [-0.012, -0.039, -0.004], [0.035, 0.020, 0.026], [0.036, -0.017, -0.061], [0.000, -0.011, 0.011], [-0.001, 0.006, 0.007], [-0.003, 0.017, 0.004], [0.002, 0.026, -0.014], [0.002, 0.006, 0.005], [0.009, 0.004, 0.003], [-0.001, 0.005, -0.014], [0.010, 0.004, 0.013], [0.010, -0.001, 0.001], [-0.006, 0.013, -0.003], [-0.042, 0.041, -0.056], [-0.002, -0.002, -0.002], [0.007, -0.006, 0.001], [0.004, 0.004, 0.001], [0.011, -0.011, 0.014], [-0.083, 0.254, 0.202], [-0.237, -0.100, -0.260], [0.628, -0.492, -0.066], [0.019, 0.073, -0.009], [-0.001, -0.145, 0.080], [-0.112, 0.045, 0.088], [0.256, -0.290, -0.109], [-0.041, 0.103, -0.008], [0.128, 0.064, -0.034], [-0.241, 0.592, -0.225], [0.285, 1.146, -0.312], [0.040, -0.043, 0.065], [0.009, -0.001, -0.008], [-0.009, 0.009, -0.010], [-0.010, 0.010, 0.007], [-0.037, -0.034, -0.024], [-0.397, -0.635, -0.141], [0.150, 0.133, 0.328], [0.056, -0.194, -0.045], [0.006, -0.042, 0.001], [-0.083, 0.078, -0.022], [-0.014, 0.014, -0.008], [0.010, -0.058, -0.121], [0.024, 0.295, -0.055], [0.000, -0.031, 0.093], [-0.004, 0.037, -0.031], [0.037, -0.475, -0.247], [-0.100, 0.198, 0.296], [-0.022, 0.040, -0.040], [-0.023, -0.025, 0.029], [0.120, -0.828, 0.415], [-0.003, -0.003, 0.005], [0.002, 0.001, 0.042], [0.006, -0.008, 0.013], [-0.001, 0.000, -0.009]], "molar_mass_g_mol": 1060.5, "e_tot_ev": -98438.904, "multiplicity": 5, "lumo_ev": [-0.51, -1.94], "gap_ev": [7.00, 6.25], "s_squared": 6.02, "charge": 0}

ΔE to the lowest compared entry with this formula, charge and spin values (in kcal per mole) by entry order: 0.0 7.4.